A cluster of 5 separate species, H10O5 in total. Source: the OMol25 dataset; level of theory: ωB97M-V with the def2-TZVPD basis set.

Results
* E_tot: -382.17470 hartree
* charge: 0
* F_max: 0.28 eV/Å
* frontier orbital gap: 0.43088 Ha
* M: 90.075 g/mol
* relative energy (zero: lowest compared OMol25 entry of this formula, charge and spin): 1.346 eV
* SMILES string: O.O.O.O.O

Geometry as XYZ:
```
15
Properties=species:S:1:pos:R:3:mulliken_charge:R:1
O -1.0407 -0.2926 -1.0339 -0.634
H -1.0031 -0.8704 -1.8044 0.316
H -0.1998 -0.4422 -0.5874 0.314
O 4.1477 -2.1386 -0.4608 -0.637
H 4.1676 -1.2663 -0.0513 0.316
H 5.0486 -2.4660 -0.3593 0.321
O -0.8182 3.7115 -0.8306 -0.634
H -1.5124 3.1217 -1.1454 0.327
H -0.3511 3.1910 -0.1674 0.315
O 0.8494 1.5084 1.5256 -0.631
H 0.1593 2.1377 1.7636 0.304
H 1.6265 2.0584 1.3752 0.323
O -3.8223 -2.6306 0.2391 -0.634
H -3.0313 -2.3414 0.7079 0.318
H -4.2202 -3.2806 0.8292 0.317
```